Entry 1:
Below is a cluster of 2 separate species, C4H12OS2 in total, with properties calculated with wB97M-V/def2-TZVPD.

Each line ends with the Mulliken charge.
Positions of all 19 atoms, in Å:
C  1.58  -1.51  -2.11  -0.925
S  0.51  2.20  0.22  -0.113
H  -1.68  3.19  2.33  0.270
H  1.05  -2.31  -1.67  0.293
H  1.00  -1.04  -2.94  0.257
C  -1.16  2.22  2.42  -0.787
H  2.52  -2.00  -2.53  0.284
H  -4.29  -5.74  -1.03  0.317
O  -3.37  -5.76  -1.26  -0.639
H  -1.63  1.48  1.78  0.271
C  1.77  -0.35  -1.08  -0.355
S  0.31  0.02  -0.09  -0.122
H  0.87  3.31  2.45  0.341
H  -1.13  1.83  3.46  0.257
H  1.71  0.56  -1.82  0.199
H  0.97  1.58  2.47  0.282
H  -3.31  -6.54  -1.82  0.321
H  2.66  -0.25  -0.43  0.377
C  0.31  2.37  2.06  -0.528

Properties
Highest occupied orbital energy, Ha: -0.303
E_LUMO, eV: 0.485
ΔE to the lowest compared entry with this formula, charge and spin, kJ/mol: 125.2
Kohn-Sham gap, eV: 8.73

Entry 2:
Below is a structure of composition C24H34FN6S2SbSe4SiTc, with properties calculated with wB97M-V/def2-TZVPD.

Each line ends with the Mulliken charge.
Positions of all 74 atoms, in Å:
C  2.15  0.20  0.85  -0.230
N  -0.68  -2.71  -0.16  0.980
C  -2.46  1.23  2.36  -0.972
N  -1.40  3.22  -1.68  0.184
C  2.41  0.20  -0.51  0.942
C  -0.76  2.35  -0.88  0.150
H  -2.66  1.40  3.41  0.536
C  -0.44  -2.20  3.35  -0.916
C  -2.22  -4.42  -0.10  -0.284
C  0.86  4.11  -0.27  -0.627
Se  1.22  -5.48  -4.80  -0.194
H  -3.32  0.97  -3.33  0.406
H  -0.38  4.75  -2.68  0.315
N  -1.17  1.10  -0.70  0.542
C  -2.74  -2.16  0.98  -0.735
H  1.62  4.16  -1.06  0.311
H  -2.15  -0.49  -1.63  -0.042
H  1.36  4.34  0.68  0.415
H  -3.03  1.97  1.79  0.353
C  0.90  0.40  4.28  -1.277
C  -1.95  -3.13  0.23  -0.472
C  -2.31  0.59  -1.45  -0.156
C  2.57  -2.03  3.14  -1.129
N  -2.13  -0.94  1.20  1.616
H  0.11  6.09  -0.69  0.385
S  -0.86  -5.13  -0.85  -0.135
H  -0.51  -2.99  2.60  0.156
H  -1.56  1.10  -3.40  0.292
Se  2.61  -4.57  -8.87  -0.166
H  0.73  2.11  0.45  -0.272
H  3.66  0.64  -2.18  0.530
Se  0.19  -1.63  -4.48  0.394
H  -0.25  -2.69  4.30  0.585
H  -1.40  1.37  2.16  -0.216
C  -2.44  1.30  -2.79  -0.832
C  3.54  0.70  -1.11  -0.911
H  -3.47  3.03  -2.00  0.315
Se  0.76  -1.78  -6.53  -0.034
H  -1.41  -1.71  3.44  0.254
C  0.01  -3.68  -0.73  0.337
H  -1.92  5.20  -1.94  0.468
Tc  -0.40  -0.64  0.09  -0.905
H  0.52  1.32  3.82  0.331
C  -2.86  -0.15  1.95  -0.100
S  -4.32  -0.87  2.45  -0.120
C  -3.94  -2.30  1.59  -0.307
H  -2.49  3.37  -3.43  0.518
N  0.31  2.77  -0.18  0.355
Sb  1.71  -4.44  -6.79  0.977
H  -0.95  5.10  0.31  0.308
H  1.75  -2.53  -1.09  -0.237
N  0.93  -0.35  1.36  1.014
C  3.11  0.83  1.65  -0.325
C  -1.01  4.62  -1.79  -0.676
H  5.40  1.68  -0.71  0.470
C  4.26  1.35  1.09  -1.157
C  1.43  -3.57  -1.14  -0.507
H  1.87  0.64  4.73  0.470
H  2.50  -2.74  3.96  0.480
H  4.99  1.83  1.73  0.500
F  1.39  -0.33  -1.31  -0.007
H  2.95  0.92  2.71  0.504
H  3.47  -1.43  3.31  0.376
C  -0.27  5.08  -0.54  -0.791
H  1.58  -3.95  -2.15  0.093
H  -3.11  -4.98  0.09  0.502
H  0.23  0.16  5.11  0.467
H  -3.24  0.67  -0.87  0.244
H  -4.61  -3.14  1.59  0.513
C  -2.52  2.79  -2.50  -0.829
H  2.71  -2.60  2.22  0.260
C  4.49  1.28  -0.28  -0.614
Si  0.99  -1.03  3.08  0.003
H  2.06  -4.16  -0.47  0.324

Properties
Highest occupied orbital energy, Ha: -0.551
Net charge: +3
E_LUMO, eV: -11.561
ΔE to the lowest compared entry with this formula, charge and spin, kJ/mol: 61.6
Kohn-Sham gap, eV: 3.43

Entry 3:
Below is the molecule C7H11NSi, with properties calculated with wB97M-V/def2-TZVPD.

Each line ends with the Mulliken charge.
Positions of all 20 atoms, in Å:
C  -1.30  -2.00  1.13  -0.342
H  0.12  0.46  3.20  0.208
H  -0.78  1.39  -2.48  0.363
C  -1.15  -1.91  -0.30  0.163
C  -0.81  1.63  -1.44  -0.966
C  0.02  -0.01  2.09  0.120
H  -1.28  2.68  -1.29  0.281
H  1.32  2.89  -0.19  -0.201
H  3.10  0.53  -0.29  0.240
H  -0.92  -1.81  3.09  0.255
C  2.32  0.51  -1.13  -0.791
H  2.00  -0.62  -1.34  0.275
C  -0.74  -1.32  2.13  -0.279
H  -1.98  -2.76  1.34  0.323
Si  0.87  1.47  -0.46  0.273
C  -0.46  -1.38  -1.23  -0.507
H  -1.90  -2.36  -1.04  0.296
H  -1.58  1.06  -0.86  0.284
N  0.38  0.65  1.09  -0.348
H  2.78  0.92  -2.03  0.353

Properties
Highest occupied orbital energy, Ha: -0.311
E_LUMO, eV: -0.128
ΔE to the lowest compared entry with this formula, charge and spin, kJ/mol: 496.8
Kohn-Sham gap, eV: 8.34